Entry 1:
{"formula": "C6H6Cl2SSi", "method": "ωB97M-V/def2-TZVPD", "homo_energy_ev": -8.9, "spin_multiplicity": 1, "lumo_energy_ev": 0.277, "de_lowest_kj_mol": 1.1, "homo_lumo_gap_ev": 9.2, "symbols": ["C", "C", "C", "C", "C", "C", "Si", "S", "Cl", "Cl", "H", "H", "H", "H", "H", "H"], "positions_angstrom": [[0.87, 0.49, -2.66], [0.38, 1.00, -1.42], [0.41, -0.77, -2.87], [-0.48, 0.20, -0.75], [0.72, -1.24, 2.43], [0.02, -0.15, 2.54], [-1.27, 0.61, 1.36], [-0.54, -1.37, -1.55], [-1.31, 2.73, 1.70], [-3.18, -0.21, 1.25], [1.18, 1.10, -3.51], [0.72, 2.04, -0.97], [0.37, -1.49, -3.70], [1.41, -1.53, 3.19], [0.57, -2.10, 1.73], [0.13, 0.70, 3.24]]}

***

Entry 2:
{"formula": "C6H6ClF3N2", "method": "ωB97M-V/def2-TZVPD", "homo_energy_ev": -8.2, "spin_multiplicity": 1, "lumo_energy_ev": 0.323, "de_lowest_kj_mol": 108.3, "homo_lumo_gap_ev": 8.5, "symbols": ["C", "C", "C", "C", "C", "C", "N", "N", "F", "F", "F", "Cl", "H", "H", "H", "H", "H", "H"], "positions_angstrom": [[-0.65, 0.04, 0.77], [1.06, -0.66, -0.87], [-0.19, -0.13, -0.57], [-1.50, 1.12, 1.31], [-1.15, 0.49, -1.62], [2.29, -0.89, -0.02], [-0.15, -0.78, 1.62], [0.27, -1.66, 2.23], [2.51, -2.08, 0.52], [3.36, -0.62, -0.71], [2.27, -0.03, 1.10], [1.49, -0.99, -2.54], [-1.82, 1.79, 0.49], [-0.98, 1.67, 2.14], [-2.41, 0.76, 1.71], [-2.30, 0.23, -1.46], [-0.84, 0.20, -2.72], [-1.25, 1.57, -1.39]]}

***

Entry 3:
{"formula": "C6H6ClFO2", "method": "ωB97M-V/def2-TZVPD", "homo_energy_ev": [-6.9, -9.3], "spin_multiplicity": 3, "lumo_energy_ev": [0.565, -1.276], "s_squared": 2.0427, "homo_lumo_gap_ev": [7.4, 8.0], "symbols": ["C", "C", "C", "C", "C", "C", "O", "O", "F", "Cl", "H", "H", "H", "H", "H", "H"], "positions_angstrom": [[0.31, -1.16, 0.91], [-1.09, 1.38, -0.75], [0.83, -1.72, -0.15], [-2.06, 0.31, -0.85], [0.16, 0.29, 1.14], [0.00, 1.30, 0.08], [0.77, -3.11, -0.43], [0.81, 2.35, 0.03], [-3.07, 0.67, -1.70], [1.29, -0.76, -1.56], [-0.09, -1.87, 1.64], [-1.06, 2.37, -1.33], [-0.68, 0.49, 1.83], [1.11, 0.50, 1.78], [1.25, -3.37, -1.22], [1.52, 2.32, 0.59]]}

***

Entry 4:
{"formula": "C6H6ClNOS", "method": "ωB97M-V/def2-TZVPD", "homo_energy_ev": [-9.4, -9.4], "spin_multiplicity": 1, "lumo_energy_ev": [-1.321, -1.323], "de_lowest_kj_mol": 272.3, "homo_lumo_gap_ev": [8.1, 8.1], "symbols": ["C", "C", "C", "C", "C", "C", "N", "O", "S", "Cl", "H", "H", "H", "H", "H", "H"], "positions_angstrom": [[1.22, 0.29, 1.27], [-0.13, 0.43, 0.89], [2.19, -0.15, 0.35], [-0.36, -0.09, -0.34], [1.95, -0.59, -1.01], [0.60, -0.53, -1.11], [-2.82, 0.24, -1.13], [-3.75, 1.31, 0.88], [-4.15, 0.65, -0.31], [-4.92, -1.24, 0.42], [1.66, 0.88, 2.22], [-1.03, 0.54, 1.54], [3.26, -0.14, 0.84], [-1.79, 0.05, -0.83], [2.72, -0.78, -1.77], [-3.02, 0.02, -2.16]]}

***

Entry 5:
{"formula": "C6H6CuO2", "method": "ωB97M-V/def2-TZVPD", "homo_energy_ev": -12.9, "spin_multiplicity": 1, "total_charge": 1, "lumo_energy_ev": -5.688, "homo_lumo_gap_ev": 7.2, "symbols": ["O", "C", "C", "C", "Cu", "H", "H", "H", "C", "O", "C", "C", "H", "H", "H"], "positions_angstrom": [[1.17, 1.37, -1.07], [-0.03, 1.29, -0.86], [-0.66, 0.27, 0.01], [-1.94, 0.49, 0.37], [3.06, 2.29, -0.05], [-0.60, 2.24, -0.97], [-2.49, -0.24, 0.96], [-2.53, 1.28, -0.10], [1.71, 0.14, 2.22], [2.53, 0.82, 1.79], [0.09, -2.06, -0.90], [-0.08, -1.23, 0.14], [0.33, -3.11, -0.72], [-0.24, -1.83, -1.91], [-0.30, -1.71, 1.10]]}

***

Entry 6:
{"formula": "C6H6F6MgN4O3Sb", "method": "ωB97M-V/def2-TZVPD", "homo_energy_ev": [-9.2, -9.2], "spin_multiplicity": 2, "lumo_energy_ev": [-2.871, -4.722], "s_squared": 0.7671, "de_lowest_kj_mol": 100.1, "homo_lumo_gap_ev": [6.3, 4.4], "symbols": ["Mg", "N", "C", "C", "C", "O", "O", "H", "H", "H", "H", "H", "H", "F", "Sb", "F", "F", "F", "F", "F", "O", "N", "C", "C", "N", "C", "N"], "positions_angstrom": [[0.58, 0.09, -0.39], [0.25, -1.31, 1.15], [0.25, -0.86, 2.54], [1.35, 0.16, 2.80], [1.01, 1.47, 2.01], [0.68, 2.43, 2.65], [1.09, 1.33, 0.76], [-0.61, -1.82, 0.95], [1.00, -1.98, 1.03], [0.42, -1.71, 3.23], [-0.71, -0.40, 2.76], [2.31, -0.21, 2.45], [1.39, 0.41, 3.86], [0.31, -1.54, -1.68], [2.08, -1.08, -2.42], [2.46, -2.92, -2.34], [2.47, -0.92, -0.51], [3.84, -0.57, -2.81], [1.36, 0.73, -2.10], [1.50, -0.97, -4.20], [-1.16, 0.56, -0.71], [-2.18, 1.26, -0.50], [-3.21, 1.45, -1.25], [-4.27, 2.26, -0.78], [-5.16, 2.89, -0.43], [-3.43, 0.86, -2.53], [-3.63, 0.39, -3.55]]}

***

Entry 7:
{"formula": "C6H6IrN4S3Sb", "method": "ωB97M-V/def2-TZVPD", "homo_energy_ev": [-11.6, -11.5], "spin_multiplicity": 2, "total_charge": 1, "lumo_energy_ev": [-4.374, -5.644], "s_squared": 0.7601, "de_lowest_kj_mol": 0.0, "homo_lumo_gap_ev": [7.2, 5.9], "symbols": ["Ir", "S", "Sb", "S", "S", "N", "C", "C", "N", "C", "C", "N", "C", "C", "N", "H", "H", "H", "H", "H", "H"], "positions_angstrom": [[-0.33, -0.84, 1.71], [-2.10, -1.72, 2.83], [-0.21, -3.15, 3.28], [1.06, -1.10, 3.51], [0.17, -2.89, 0.87], [-1.42, 1.09, -1.81], [-2.72, 0.78, -1.50], [-2.68, 0.11, -0.32], [-1.37, 0.01, 0.08], [-0.63, 0.61, -0.84], [0.80, 0.61, -0.61], [1.21, 0.04, 0.51], [2.57, 0.11, 0.53], [2.99, 0.74, -0.60], [1.86, 1.05, -1.31], [-1.12, 1.60, -2.63], [-3.54, 1.06, -2.13], [-3.48, -0.31, 0.26], [3.15, -0.30, 1.34], [3.97, 0.99, -0.96], [1.84, 1.52, -2.21]]}

***

Entry 8:
{"formula": "C6H6N", "method": "ωB97M-V/def2-TZVPD", "homo_energy_ev": [-10.7, -12.8], "spin_multiplicity": 1, "total_charge": 1, "lumo_energy_ev": [-7.311, -4.772], "de_lowest_kj_mol": 591.2, "homo_lumo_gap_ev": [3.4, 8.0], "symbols": ["C", "C", "C", "C", "C", "C", "N", "H", "H", "H", "H", "H", "H"], "positions_angstrom": [[-0.36, 0.27, 1.12], [0.23, -0.18, 2.13], [0.52, -0.37, 3.42], [0.92, -0.72, 4.61], [-1.76, -0.54, -3.21], [0.45, -0.11, -2.22], [-0.60, -0.18, -2.76], [-0.65, 0.91, 0.30], [0.13, -0.95, 5.36], [1.98, -0.79, 4.92], [-2.40, 0.32, -3.61], [-1.74, -1.56, -3.62], [1.37, 0.06, -1.76]]}

***

Entry 9:
{"formula": "C6H6N", "method": "ωB97M-V/def2-TZVPD", "homo_energy_ev": -12.7, "spin_multiplicity": 1, "total_charge": 1, "lumo_energy_ev": -4.056, "de_lowest_kj_mol": 602.1, "homo_lumo_gap_ev": 8.6, "symbols": ["C", "C", "C", "C", "C", "C", "N", "H", "H", "H", "H", "H", "H"], "positions_angstrom": [[1.93, 1.17, -1.27], [1.57, 0.38, -0.18], [-0.05, 0.74, -0.31], [-0.45, -0.64, 0.03], [0.59, 1.05, -1.58], [0.98, -0.51, 0.59], [-1.42, -0.86, 1.13], [2.76, 1.12, -1.88], [-0.55, 1.55, 0.41], [-0.63, -1.40, -0.69], [-1.51, -1.85, 1.17], [-2.26, -0.42, 0.78], [-0.97, -0.32, 1.80]]}

***

Entry 10:
{"formula": "C6H6N", "method": "ωB97M-V/def2-TZVPD", "homo_energy_ev": -14.7, "spin_multiplicity": 1, "total_charge": 1, "lumo_energy_ev": -6.831, "de_lowest_kj_mol": 292.2, "homo_lumo_gap_ev": 7.9, "symbols": ["C", "C", "C", "C", "C", "C", "N", "H", "H", "H", "H", "H", "H"], "positions_angstrom": [[-0.08, 0.71, -1.08], [1.24, -1.05, 0.23], [-0.80, 0.68, 0.07], [-0.51, -0.14, 1.18], [1.15, -0.10, -0.92], [-1.86, 0.40, 1.19], [0.49, -1.07, 1.23], [-0.17, 1.38, -2.00], [2.01, -1.81, 0.12], [1.46, -0.59, -1.79], [2.04, 0.47, -1.14], [-2.22, 1.22, 1.92], [-2.74, -0.10, 1.01]]}

***

Entry 11:
{"formula": "C6H6N2O", "method": "ωB97M-V/def2-TZVPD", "homo_energy_ev": -8.3, "spin_multiplicity": 1, "lumo_energy_ev": 0.576, "de_lowest_kj_mol": 631.7, "homo_lumo_gap_ev": 8.8, "symbols": ["C", "C", "C", "C", "C", "C", "H", "H", "H", "H", "H", "H", "N", "N", "O"], "positions_angstrom": [[0.76, -0.88, -3.23], [1.22, -0.76, -2.08], [1.58, -0.99, -0.60], [0.16, 0.35, 0.65], [-1.04, -0.06, -0.02], [-2.03, 0.12, 0.94], [0.64, -1.17, -4.41], [0.87, -1.72, -0.20], [2.67, -1.26, -0.53], [-0.95, -0.40, -1.22], [-3.01, 0.03, 1.08], [-2.25, 1.67, 2.01], [1.42, 0.00, 0.41], [-1.49, 0.93, 1.89], [-0.17, 1.23, 1.65]]}

***

Entry 12:
{"formula": "C6H6N2O", "method": "ωB97M-V/def2-TZVPD", "homo_energy_ev": -8.1, "spin_multiplicity": 1, "lumo_energy_ev": 0.662, "de_lowest_kj_mol": 637.8, "homo_lumo_gap_ev": 8.8, "symbols": ["C", "C", "C", "C", "C", "C", "H", "H", "H", "H", "H", "H", "N", "N", "O"], "positions_angstrom": [[0.03, 0.99, -0.57], [-0.66, 0.71, 0.79], [-2.13, 0.27, 0.57], [0.03, -0.41, -0.02], [1.45, -0.78, 0.25], [2.64, -1.13, 0.30], [2.00, 0.85, 0.14], [-0.70, 0.84, -1.40], [-0.20, 0.88, 1.76], [-3.05, 0.81, 0.94], [-0.96, -1.64, -1.53], [3.74, -1.27, 0.18], [-2.32, -0.68, -0.26], [-1.03, -1.19, -0.60], [1.15, 1.74, -0.54]]}

***

Entry 13:
{"formula": "C6H6N2O", "method": "ωB97M-V/def2-TZVPD", "homo_energy_ev": -9.2, "spin_multiplicity": 1, "lumo_energy_ev": 0.758, "de_lowest_kj_mol": 499.7, "homo_lumo_gap_ev": 10.0, "symbols": ["C", "C", "C", "C", "C", "C", "H", "H", "H", "H", "H", "H", "N", "N", "O"], "positions_angstrom": [[-1.85, 0.09, 0.47], [0.52, 0.37, 0.91], [1.68, -0.66, 0.63], [1.46, -1.06, -0.61], [0.13, -0.34, -0.99], [0.73, 1.08, -0.23], [-2.82, 0.10, -1.20], [-1.54, 0.67, 1.47], [0.35, 0.92, 1.94], [2.55, -0.90, 1.27], [1.80, -1.83, -1.30], [-0.44, -0.28, -1.94], [-3.05, 0.15, -0.22], [-0.61, -0.46, 0.26], [1.08, 2.17, -0.45]]}

***

Entry 14:
{"formula": "C6H6N2O2", "method": "ωB97M-V/def2-TZVPD", "homo_energy_ev": -8.9, "spin_multiplicity": 1, "lumo_energy_ev": -1.173, "de_lowest_kj_mol": 560.9, "homo_lumo_gap_ev": 7.7, "symbols": ["C", "C", "C", "C", "C", "C", "N", "N", "O", "O", "H", "H", "H", "H", "H", "H"], "positions_angstrom": [[-0.79, -0.41, -2.22], [0.29, -1.33, -1.95], [-1.02, 0.23, -1.02], [0.67, -1.13, -0.66], [-0.96, 0.74, 2.03], [0.15, 0.36, 1.13], [-0.05, -0.11, -0.11], [1.49, 0.79, 1.46], [1.66, 1.44, 2.46], [2.40, 0.42, 0.72], [-1.61, -0.29, -2.98], [0.66, -2.05, -2.81], [-1.61, 1.11, -0.63], [1.54, -1.63, -0.31], [-0.82, 1.38, 2.84], [-1.99, 0.48, 2.04]]}

***

Entry 15:
{"formula": "C6H6N2O2", "method": "ωB97M-V/def2-TZVPD", "homo_energy_ev": -9.4, "spin_multiplicity": 1, "lumo_energy_ev": -1.156, "de_lowest_kj_mol": 586.8, "homo_lumo_gap_ev": 8.3, "symbols": ["O", "C", "C", "C", "C", "C", "N", "C", "N", "H", "H", "H", "H", "O", "H", "H"], "positions_angstrom": [[4.98, 2.59, -2.42], [4.51, 1.66, -3.27], [3.19, 1.85, -3.73], [2.29, 0.83, -3.39], [2.81, -0.48, -3.33], [4.19, -0.61, -3.26], [5.02, 0.44, -3.17], [1.17, 1.15, -2.50], [-0.02, 1.17, -2.29], [5.89, 2.36, -2.21], [2.84, 2.87, -3.91], [2.16, -1.31, -3.07], [4.66, -1.57, -3.47], [1.47, 2.73, -1.07], [2.34, 3.01, -1.38], [0.23, 2.36, -1.18]]}

***

Entry 16:
{"formula": "C6H6N2O2", "method": "ωB97M-V/def2-TZVPD", "homo_energy_ev": -8.4, "spin_multiplicity": 1, "lumo_energy_ev": 0.030, "de_lowest_kj_mol": 659.1, "homo_lumo_gap_ev": 8.4, "symbols": ["C", "C", "C", "C", "C", "C", "H", "H", "H", "H", "H", "H", "N", "N", "O", "O"], "positions_angstrom": [[-4.06, 0.02, 0.17], [-2.89, 0.05, -0.11], [2.09, -0.37, -0.01], [2.17, 1.09, -0.03], [0.96, 1.69, 0.00], [-0.46, -0.41, -0.02], [-5.02, 0.04, 0.61], [-1.95, 0.20, -0.52], [0.87, -1.86, 0.12], [3.22, 1.49, -0.29], [0.60, 2.70, 0.04], [-1.10, 1.74, -0.33], [0.82, -0.91, -0.26], [-0.30, 1.08, 0.14], [3.08, -1.11, 0.24], [-1.49, -1.12, -0.09]]}